Model one:
The following is a quantum chemistry calculation of 2 unconnected molecules or ions with the total composition C9H15N2O, from the Open Molecules 2025 dataset.

E_LUMO in eV: -3.82
Total charge: +1
HOMO level in eV: -11.416

Structure (XYZ):
```
27
C9H15N2O | the Open Molecules 2025 dataset | wB97M-V/def2-TZVPD
C 3.3123 -1.7462 0.2623
C 3.0803 -0.9315 -0.8702
C 2.7369 -1.0518 1.3180
C 2.3705 0.1546 -0.3927
C 0.9013 2.1267 -0.7878
C 1.6782 1.1226 -1.2445
C -1.7419 0.3194 1.3497
C -2.0275 -0.7002 0.2982
C -3.5989 -0.5865 0.0215
N -0.9982 1.3034 1.1012
N -1.1258 -0.5537 -0.8479
O 2.1646 0.0220 0.9242
H 3.8786 -2.6661 0.3867
H 3.2428 -1.0653 -1.9699
H 2.5246 -1.3477 2.3612
H 1.0034 2.3526 0.2598
H 0.2775 2.8627 -1.3674
H 1.8535 1.1387 -2.3391
H -2.1510 0.2626 2.3322
H -1.7330 -1.6922 0.6826
H -3.8394 0.3022 -0.5590
H -4.1473 -0.8529 0.8968
H -3.7681 -1.3050 -0.8049
H -1.0685 2.0907 1.8175
H -0.5222 1.6360 0.1101
H -1.1655 0.2134 -1.5474
H -1.1374 -1.4082 -1.3913
```



Model two:
The following is a quantum chemistry calculation of 2 unconnected molecules or ions with the total composition C9H15N2O, from the Open Molecules 2025 dataset.

E_LUMO in eV: -4.02
Total charge: +1
HOMO level in eV: -13.006

Structure (XYZ):
```
27
C9H15N2O | the Open Molecules 2025 dataset | wB97M-V/def2-TZVPD
C 3.6473 -0.1514 -0.0601
C 2.9477 -0.5749 -1.1976
C 3.0324 0.3403 1.0713
C 1.5686 -0.5316 -1.0990
C 1.7056 0.2049 1.2199
C 0.9092 -0.2472 0.0723
C -1.0140 1.2147 2.2204
C -1.3594 -1.4411 -0.4486
C -0.5488 -0.2852 0.1921
N -1.1267 1.2607 -1.2345
N -2.7302 -1.0148 -0.6080
O -1.2533 0.1583 1.2081
H 4.7008 -0.3009 -0.1149
H 3.5211 -0.9027 -2.0583
H 3.7375 0.6959 1.8556
H 0.8356 -0.8467 -1.9570
H 1.2252 0.4580 2.1406
H -0.4650 0.9956 3.0967
H -1.9703 1.3389 2.6438
H -0.5672 2.0276 1.5676
H -1.2164 -2.2622 0.3511
H -1.0049 -1.8263 -1.2786
H -1.4038 2.0972 -0.6788
H -1.9650 0.6234 -1.3481
H -3.3214 -1.8821 -0.7852
H -0.4408 1.4527 -2.0818
H -3.0648 -0.5675 0.1694
```



Winner for stability: model two



Model one:
The following is a quantum chemistry calculation of C2H5N3OS in the gas phase, from the Open Molecules 2025 dataset.

SMILES string: [H]/N=C\NS/C=N/O
E_LUMO in eV: 0.68
Total charge: 0
HOMO level in eV: -9.410

Structure (XYZ):
```
12
C2H5N3OS | the Open Molecules 2025 dataset | wB97M-V/def2-TZVPD
H 1.0037 -2.0553 -0.1063
N 1.6552 -1.5836 -0.8451
C 1.8558 -0.3776 -0.4254
N 1.3706 0.2629 0.7901
S -0.1589 -0.2393 1.4873
C -1.2901 0.1595 0.1668
N -0.9667 0.6998 -0.8867
O -2.0224 1.0349 -1.6744
H 2.4878 0.3862 -1.0812
H 1.3592 1.2529 0.5638
H -2.3197 0.0305 0.7014
H -1.6167 1.5912 -2.3354
```



Model two:
The following is a quantum chemistry calculation of C2H5N3OS in the gas phase, from the Open Molecules 2025 dataset.

SMILES string: N/N=C\NSC=O
E_LUMO in eV: 0.29
Total charge: 0
HOMO level in eV: -9.693

Structure (XYZ):
```
12
C2H5N3OS | the Open Molecules 2025 dataset | wB97M-V/def2-TZVPD
N 2.2801 -0.5268 -0.4261
N 1.4746 0.7427 -0.5138
C 0.4580 0.7601 0.2090
N -0.0479 -0.3600 1.0818
S -0.9983 -1.2639 -0.1270
C -2.4072 -0.2123 -0.4544
O -2.5647 0.9602 -0.0773
H 2.4881 -0.8219 0.7533
H 3.3539 -0.3042 -0.5696
H -0.3931 1.6171 -0.0527
H -0.7711 0.1887 1.5088
H -2.8723 -0.7797 -1.3318
```



Winner for stability: model one



Model one:
The following is a quantum chemistry calculation of C2H5N3OS in the gas phase, from the Open Molecules 2025 dataset.

SMILES string: [H]/N=C\NOC(N)=S
E_LUMO in eV: 0.62
Total charge: 0
HOMO level in eV: -9.177

Structure (XYZ):
```
12
C2H5N3OS | the Open Molecules 2025 dataset | wB97M-V/def2-TZVPD
H -0.7071 -1.2057 -1.6999
N 0.1781 -1.7579 -1.5455
C 0.7723 -1.7384 -0.4370
N 0.5187 -1.0527 0.7854
O -0.5141 -0.1631 0.6352
C -0.1664 1.1202 0.3901
N -1.2468 1.8361 0.1950
S 1.4197 1.6158 0.4406
H 1.7265 -2.3046 -0.2273
H 1.3325 -0.5560 1.1351
H -2.1389 1.3739 0.2640
H -1.1745 2.8324 0.0644
```



Model two:
The following is a quantum chemistry calculation of a molecular structure, C2H5N3OS, from the Open Molecules 2025 dataset.

E_LUMO in eV: 0.43
Total charge: 0
HOMO level in eV: -8.132

Structure (XYZ):
```
12
C2H5N3OS | the Open Molecules 2025 dataset | wB97M-V/def2-TZVPD
C -0.1065 -1.5565 -0.0330
C 0.4647 1.6970 -0.4803
N -1.4519 0.1608 0.6930
N -1.2092 -0.8942 -0.2638
N 0.7845 -0.7723 0.7455
O 0.1754 -2.6091 -0.5361
S -0.0004 0.6423 1.0597
H 1.3519 2.2172 -0.0560
H -0.3220 2.5130 -0.5162
H 0.7693 1.2513 -1.4230
H -2.0183 -1.4871 -0.4534
H 1.5625 -1.1624 1.2637
```



Winner for stability: model one



Model one:
The following is a quantum chemistry calculation of 2 unconnected molecules or ions with the total composition C2H5N3OS, from the Open Molecules 2025 dataset.

SMILES string: C=NN=S.NC=O
E_LUMO (spin up / spin down) in eV: -0.81 / -0.81
Total charge: 0
HOMO level (spin up / spin down) in eV: -7.965 / -7.967

Structure (XYZ):
```
12
C2H5N3OS | the Open Molecules 2025 dataset | wB97M-V/def2-TZVPD
C 0.4704 0.5952 -1.2818
N -0.1079 1.6933 -1.8342
N -1.1223 2.2947 -1.5497
S -2.2068 3.1749 -2.1749
H 1.5932 0.8645 -0.9744
H 0.4481 -0.4199 -1.7510
N -0.8798 -0.7792 0.6478
C -0.3053 0.5287 0.6270
O -1.1030 1.5171 0.5929
H -0.1954 -1.5910 0.8149
H -1.8438 -0.8270 0.9453
H 0.7840 0.5612 1.0468
```



Model two:
The following is a quantum chemistry calculation of C2H5N3OS in the gas phase, from the Open Molecules 2025 dataset.

SMILES string: N/N=C\ONC=S
E_LUMO in eV: 0.02
Total charge: 0
HOMO level in eV: -9.135

Structure (XYZ):
```
12
C2H5N3OS | the Open Molecules 2025 dataset | wB97M-V/def2-TZVPD
N -0.7928 1.3846 0.2599
N -1.8943 0.4265 -0.4623
C -1.5887 -0.8052 -0.1547
O -0.3367 -1.2465 0.6105
N 0.7430 -0.8332 -0.2772
C 1.7469 -0.1117 0.3518
S 3.1835 0.0423 -0.1580
H 0.3431 1.1687 0.1263
H -0.9523 2.3164 0.0218
H -2.3642 -1.6816 -0.3523
H 0.7817 -1.2643 -1.1319
H 1.1311 0.6042 1.1661
```



Model three:
The following is a quantum chemistry calculation of C2H5N3OS in the gas phase, from the Open Molecules 2025 dataset.

SMILES string: C=NNC(=S)NO
E_LUMO in eV: 0.56
Total charge: 0
HOMO level in eV: -8.588

Structure (XYZ):
```
12
C2H5N3OS | the Open Molecules 2025 dataset | wB97M-V/def2-TZVPD
C -0.7260 2.0573 1.1816
N -0.5259 0.8686 0.7812
N 0.5415 0.6385 -0.0060
C 0.6234 -0.6148 -0.6525
S 1.9749 -0.8925 -1.6602
N -0.3960 -1.4997 -0.3739
O -0.5087 -2.7637 -0.8849
H -1.6438 2.2236 1.7898
H -0.0326 2.8986 0.9647
H 1.4603 1.1149 0.0596
H -1.0746 -1.1899 0.2966
H 0.3074 -2.8409 -1.4961
```



Model four:
The following is a quantum chemistry calculation of C2H5N3OS in the gas phase, from the Open Molecules 2025 dataset.

SMILES string: N#CC=S(N)(N)=O
E_LUMO in eV: 0.08
Total charge: 0
HOMO level in eV: -8.869

Structure (XYZ):
```
12
C2H5N3OS | the Open Molecules 2025 dataset | wB97M-V/def2-TZVPD
N 0.7037 0.0702 -3.1812
C 0.8524 0.4075 -2.1169
C 0.8931 0.9387 -0.8280
S 0.4121 -0.3081 0.2472
N -1.1932 -1.0517 0.2844
N 0.0513 0.3986 1.6655
O 1.3514 -1.3842 0.2916
H 0.2910 1.9082 -0.7230
H -1.3344 -1.8278 -0.2044
H -1.8955 -0.2889 0.2522
H 0.5300 1.2291 1.9938
H -0.6620 -0.0916 2.3189
```



Winner for stability: model three



Model one:
The following is a quantum chemistry calculation of C2H5N3OS in the gas phase, from the Open Molecules 2025 dataset.

SMILES string: [H]/N=C(\N)ONC=S
E_LUMO in eV: 0.53
Total charge: 0
HOMO level in eV: -8.265

Structure (XYZ):
```
12
C2H5N3OS | the Open Molecules 2025 dataset | wB97M-V/def2-TZVPD
H 1.9718 2.7403 0.8693
N 1.6640 1.7528 0.6240
C 0.4816 1.4918 0.9316
N -0.4160 2.2052 1.6860
O -0.1057 0.2649 0.6638
N 0.6814 -0.3793 -0.3624
C 0.2677 -1.4115 -1.0824
S -1.2695 -2.0954 -1.2897
H -0.2780 3.2323 1.8173
H -1.3880 1.9018 1.8298
H 1.7371 -0.2283 -0.1767
H 1.1129 -1.7727 -1.7440
```



Model two:
The following is a quantum chemistry calculation of C2H5N3OS in the gas phase, from the Open Molecules 2025 dataset.

SMILES string: [H]/N=C(\N)ONC=S
E_LUMO in eV: 0.46
Total charge: 0
HOMO level in eV: -8.394

Structure (XYZ):
```
12
C2H5N3OS | the Open Molecules 2025 dataset | wB97M-V/def2-TZVPD
H 1.8318 1.8995 0.1891
N 0.9539 1.4517 -0.0137
C 1.0335 0.2328 0.0204
N 2.1349 -0.5726 0.4229
O -0.0571 -0.5363 -0.2404
N -1.2352 0.1430 -0.1860
C -2.3583 -0.5428 -0.0743
S -3.7913 0.2549 0.2109
H 3.0258 -0.3048 -0.0756
H 1.8703 -1.5316 0.2712
H -1.0848 1.1235 -0.2793
H -2.3234 -1.6172 -0.2452
```



Winner for stability: model two



Model one:
The following is a quantum chemistry calculation of C5H10S in the gas phase, from the Open Molecules 2025 dataset.

SMILES string: C/C=C/SCC
E_LUMO in eV: 1.05
Total charge: 0
HOMO level in eV: -8.457

Structure (XYZ):
```
16
C5H10S | the Open Molecules 2025 dataset | wB97M-V/def2-TZVPD
C -0.2932 -1.6707 -1.7163
C -0.0459 -0.1952 -1.5160
C 0.9779 0.3173 -0.8635
S 1.0398 1.8925 -0.1369
C -0.3215 1.5257 1.0666
C 0.0247 0.3672 1.9724
H 0.2100 -2.1475 -2.6305
H -1.3185 -1.8842 -1.6852
H 0.1765 -2.2731 -0.8083
H -0.7701 0.5714 -1.9252
H 1.8160 -0.2699 -0.5919
H -0.5302 2.3976 1.5728
H -1.1640 1.2790 0.4194
H 0.1617 -0.5919 1.5239
H -0.8213 0.0429 2.7021
H 0.8582 0.6389 2.6167
```



Model two:
The following is a quantum chemistry calculation of C5H10S in the gas phase, from the Open Molecules 2025 dataset.

E_LUMO (spin up / spin down) in eV: -0.69 / -0.69
Total charge: 0
HOMO level (spin up / spin down) in eV: -7.405 / -7.405

Structure (XYZ):
```
16
C5H10S | the Open Molecules 2025 dataset | wB97M-V/def2-TZVPD
C 0.0695 1.0280 -1.1529
C -0.7312 -1.4496 -2.4597
C 0.3050 1.6044 0.1721
C 0.5878 0.4935 1.4688
C 0.1123 -0.8826 1.5126
S -0.5996 -0.5780 -0.9374
H 0.9915 0.7937 -1.6624
H -1.7366 -1.9769 -2.6163
H 0.1041 -2.0809 -2.3783
H 1.0779 2.4218 0.1385
H -0.5979 2.1929 0.6049
H 1.6440 0.4284 1.2949
H 0.3620 1.1569 2.2985
H 0.4986 -1.7995 1.1141
H -0.8861 -1.1760 1.8875
H -1.9584 -0.2207 -0.6831
```



Model three:
The following is a quantum chemistry calculation of C5H10S in the gas phase, from the Open Molecules 2025 dataset.

SMILES string: CSC=C(C)C
E_LUMO in eV: 0.99
Total charge: 0
HOMO level in eV: -8.385

Structure (XYZ):
```
16
C5H10S | the Open Molecules 2025 dataset | wB97M-V/def2-TZVPD
C 0.9775 2.2580 -1.4636
S 1.1688 0.3742 -1.6755
C -0.2855 -0.0650 -0.8435
C -0.3427 -0.7497 0.3198
C 0.9604 -1.1474 1.0457
C -1.6258 -1.1343 1.0139
H 0.3169 2.5676 -2.2550
H 1.8708 2.9080 -1.3354
H 0.2753 2.3509 -0.6193
H -1.2508 0.1717 -1.2907
H 0.9637 -2.2388 1.0642
H 0.9939 -0.7198 2.0910
H 1.8290 -0.8079 0.4379
H -1.8086 -0.6018 1.9184
H -2.4715 -0.9835 0.3493
H -1.5715 -2.1822 1.2427
```



Model four:
The following is a quantum chemistry calculation of C5H10S in the gas phase, from the Open Molecules 2025 dataset.

E_LUMO in eV: 0.86
Total charge: 0
HOMO level in eV: -8.341

Structure (XYZ):
```
16
C5H10S | the Open Molecules 2025 dataset | wB97M-V/def2-TZVPD
C 0.7831 1.6131 -0.0365
C 0.6683 0.0247 0.1553
C 1.7992 -0.8573 -0.0672
C -0.1907 -0.3207 1.1233
C -1.7117 0.0974 0.6195
H -0.0930 2.1724 0.4686
H 0.9445 1.7702 -1.1371
H 1.8395 2.0584 0.3907
H 1.5736 -1.9511 0.0876
H 2.6472 -0.8392 0.7744
H 2.4505 -0.7005 -0.9771
H -0.4349 -1.5752 1.1868
H 0.0911 -0.0612 2.2469
H -2.5210 -0.8134 0.7888
H -2.0700 1.1115 0.4596
S -0.7823 -0.2822 -0.9410
```



Winner for stability: model three